(a)
The following is a quantum chemistry calculation of a cluster of 2 separate species, C3H4N2S in total, from the Open Molecules 2025 dataset.

As for the molecular weight: 100.15 g mol⁻¹. The calculation puts the orbital gap at 0.28033 Ha. The calculation puts the HOMO energy at -9.498 eV.

The geometry in XYZ format:
```
10
Properties=species:S:1:pos:R:3:mulliken_charge:R:1
C -0.611 1.434 -2.192 -0.06
C 1.394 0.576 -0.881 -0.35
C 0.202 0.714 -0.135 0.17
N -0.981 1.731 -3.232 -0.40
N -0.565 -0.317 0.245 -0.32
S 2.553 1.745 -0.932 -0.15
H 1.568 -0.365 -1.394 0.27
H 0.024 1.660 0.361 0.35
H -1.446 -0.140 0.700 0.27
H -0.466 -1.204 -0.221 0.23
```

***

(b)
The following is a quantum chemistry calculation of an isolated molecule of C3H4N2S, from the Open Molecules 2025 dataset.

As for the molecular weight: 100.15 g mol⁻¹. The calculation puts the orbital gap at 0.30665 Ha. The calculation puts the HOMO energy at -9.361 eV.

The geometry in XYZ format:
```
10
Properties=species:S:1:pos:R:3:mulliken_charge:R:1
C 0.403 -3.106 -1.915 0.50
C 0.129 0.166 0.242 -0.54
C -0.401 -2.199 -2.564 -0.27
N 1.162 -3.832 -1.429 -0.34
N -0.749 0.198 -0.871 -0.26
S -0.975 -0.756 -2.342 0.02
H -0.256 0.548 1.211 0.27
H 1.222 0.723 0.054 0.19
H -1.471 0.976 -0.842 0.24
H 0.309 -0.914 0.336 0.20
```

***

Short version: (a) is the most stable of them.

***

(a)
The following is a quantum chemistry calculation of an isolated molecule of C2H4NP, from the Open Molecules 2025 dataset.

As for the expectation value of S²: 2.015. Its spin multiplicity is 3. As for the molecular weight: 73.03 g mol⁻¹. The calculation puts the orbital gap (spin up / spin down) at 0.29099 / 0.25617 Ha. The calculation puts the HOMO energy (spin up / spin down) at -6.840 / -9.545 eV.

The geometry in XYZ format:
```
8
Properties=species:S:1:pos:R:3:mulliken_spin:R:1
C -0.834 -0.611 1.052 0.24
C 0.962 0.700 -0.866 0.83
N -0.858 -1.092 -0.106 -0.07
P 0.226 -0.723 -1.414 0.90
H -0.164 0.205 1.341 0.01
H -1.527 -1.014 1.692 0.02
H 0.552 1.437 -0.139 0.03
H 1.643 1.099 -1.560 0.04
```

***

(b)
The following is a quantum chemistry calculation of an isolated molecule of C2H4NP, from the Open Molecules 2025 dataset.

As for the expectation value of S²: 2.030. Its spin multiplicity is 3. As for the molecular weight: 73.03 g mol⁻¹. The calculation puts the orbital gap (spin up / spin down) at 0.27296 / 0.31561 Ha. The calculation puts the HOMO energy (spin up / spin down) at -7.767 / -10.596 eV.

The geometry in XYZ format:
```
8
Properties=species:S:1:pos:R:3:mulliken_spin:R:1
C -0.511 0.465 -0.123 1.00
C 0.122 -0.702 -0.821 0.00
N -0.060 0.970 3.170 0.69
P 0.136 0.888 1.617 0.21
H -0.407 1.269 -0.751 0.02
H 0.886 -0.424 -1.567 0.03
H -0.792 -0.968 -1.318 0.05
H 0.626 -1.499 -0.206 0.00
```

***

Short version: (a) is the most stable of them.

***

(a)
The following is a quantum chemistry calculation of a structure of composition C6H11N4, from the Open Molecules 2025 dataset.

As for the molecular weight: 139.18 g mol⁻¹. The calculation puts the orbital gap at 0.32160 Ha. The calculation puts the HOMO energy at -12.859 eV. Its total charge is +1.

The geometry in XYZ format:
```
21
Properties=species:S:1:pos:R:3:mulliken_charge:R:1
C 3.181 0.675 0.293 -0.20
C 2.205 -1.078 -0.482 -0.16
C -2.459 0.834 -0.186 -0.46
C -2.433 -0.594 0.363 -0.54
C -1.035 0.983 -0.781 -0.71
C -0.948 -0.897 0.753 -0.76
N 1.953 1.045 0.499 -0.53
N 3.327 -0.606 -0.162 0.03
N 1.037 0.282 0.179 0.40
N -0.242 0.312 0.173 0.09
H 3.945 1.301 0.668 0.43
H 1.747 -1.977 -0.799 0.41
H -3.252 1.055 -1.052 0.32
H -2.489 1.646 0.551 0.28
H -2.975 -0.600 1.252 0.30
H -2.858 -1.282 -0.316 0.38
H -0.865 0.518 -1.755 0.35
H -0.686 1.965 -0.893 0.42
H -0.658 -0.873 1.705 0.52
H -0.716 -1.759 0.252 0.27
H 4.222 -0.951 -0.261 0.15
```

***

(b)
The following is a quantum chemistry calculation of the ion C6H11N4 with charge +1, from the Open Molecules 2025 dataset.

As for the structure (SMILES): C/[NH+]=C1\N=NN[C@]2(C)C[C@H]12. As for the molecular weight: 139.18 g mol⁻¹. The calculation puts the orbital gap at 0.33816 Ha. The calculation puts the HOMO energy at -14.081 eV. Its total charge is +1.

The geometry in XYZ format:
```
21
Properties=species:S:1:pos:R:3:mulliken_charge:R:1
C 1.117 -0.244 -0.278 0.49
C -1.160 0.049 -1.376 -0.88
C -0.279 0.556 -0.241 -0.19
C -1.449 -0.412 0.029 0.77
C -2.653 0.128 0.746 -1.41
C 3.443 -0.284 0.299 -0.87
N 1.099 -1.538 -0.178 -0.14
N 0.017 -2.271 -0.161 -0.73
N -1.141 -1.833 0.070 0.44
N 2.228 0.462 -0.234 -0.15
H -1.803 0.746 -1.844 0.30
H -0.708 -0.594 -2.102 0.28
H -0.441 1.579 0.109 0.36
H -2.634 0.183 1.747 0.46
H -3.628 -0.486 0.570 0.34
H -2.685 1.220 0.564 0.30
H 3.195 -0.727 1.225 0.32
H 4.220 0.408 0.417 0.36
H 3.846 -0.965 -0.335 0.35
H -2.000 -2.345 0.042 0.31
H 2.206 1.390 -0.599 0.28
```

***

(c)
The following is a quantum chemistry calculation of the ion C6H11N4 with charge +1, from the Open Molecules 2025 dataset.

As for the structure (SMILES): CC1=CC[N+](N)=NN=C1C. As for the molecular weight: 139.18 g mol⁻¹. The calculation puts the orbital gap at 0.33902 Ha. The calculation puts the HOMO energy at -14.105 eV. Its total charge is +1.

The geometry in XYZ format:
```
21
Properties=species:S:1:pos:R:3:mulliken_charge:R:1
C 0.946 -0.018 -0.480 0.78
C -0.051 -1.049 -0.490 0.69
C -0.325 0.864 1.456 -0.60
C 0.766 0.977 0.430 -0.56
C 2.075 -0.019 -1.553 -1.15
C 0.346 -2.519 -0.509 -1.37
N -1.273 -0.858 -0.272 -0.24
N -1.926 0.257 -0.120 -0.54
N -2.402 2.243 0.895 -0.66
N -1.620 1.093 0.790 0.96
H -0.393 -0.272 1.724 0.38
H -0.352 1.614 2.408 0.39
H 1.538 1.800 0.585 0.31
H 1.778 0.394 -2.577 0.29
H 2.383 -1.045 -1.720 0.37
H 2.850 0.589 -1.001 0.32
H 1.032 -2.920 0.325 0.29
H 0.779 -3.045 -1.423 0.36
H -0.523 -3.054 -0.449 0.47
H -2.533 2.635 1.798 0.25
H -3.096 2.332 0.181 0.28
```

***

Short version: (b) is the most stable of them.

***

(a)
The following is a quantum chemistry calculation of a structure of composition C6H11N4, from the Open Molecules 2025 dataset.

As for the molecular weight: 139.18 g mol⁻¹. The calculation puts the orbital gap at 0.38239 Ha. The calculation puts the HOMO energy at -13.165 eV. Its total charge is +1.

The geometry in XYZ format:
```
21
Properties=species:S:1:pos:R:3:mulliken_charge:R:1
C 0.821 -2.310 -0.217 -0.58
C 0.878 -0.629 -1.653 -0.27
C 0.208 -1.217 0.371 0.46
C -0.036 1.304 -0.425 0.01
C -0.322 -0.968 1.719 -0.57
C -0.783 0.887 1.798 -0.75
N 0.373 -0.207 -0.512 0.15
N 1.169 -1.937 -1.454 -0.05
N -0.385 1.729 -1.688 -0.62
N -1.162 1.307 0.526 -0.33
H 1.154 -3.286 0.153 0.41
H 0.991 -0.139 -2.559 0.50
H 1.007 1.722 -0.087 0.40
H -1.301 -1.419 2.032 0.30
H 0.326 -0.910 2.580 0.27
H -1.752 1.013 2.400 0.38
H 0.252 1.352 2.210 0.29
H 1.816 -2.512 -1.951 0.28
H -0.521 2.651 -1.810 0.23
H -1.261 1.326 -1.950 0.24
H -1.473 2.244 0.516 0.27
```

***

(b)
The following is a quantum chemistry calculation of the ion C6H11N4 with charge +1, from the Open Molecules 2025 dataset.

As for the molecular weight: 139.18 g mol⁻¹. The calculation puts the orbital gap at 0.29732 Ha. The calculation puts the HOMO energy at -11.829 eV. Its total charge is +1.

The geometry in XYZ format:
```
21
Properties=species:S:1:pos:R:3:mulliken_charge:R:1
C -1.150 1.808 1.846 -0.68
C -1.911 1.737 0.674 -0.36
C -0.030 1.028 1.609 0.20
C 0.750 -0.023 -0.616 -0.45
C 1.599 -1.476 -2.186 -0.90
C -0.813 -1.482 -1.875 -0.80
N -1.329 0.936 -0.188 -0.78
N -0.185 0.491 0.321 0.78
N 0.983 0.799 2.753 -0.20
N 0.456 -0.907 -1.494 0.19
H -1.405 2.352 2.732 0.36
H -2.826 2.228 0.413 0.49
H 1.914 0.582 2.379 0.38
H 1.557 -1.293 -3.258 0.33
H 1.619 -2.554 -2.014 0.34
H 2.514 -1.044 -1.781 0.34
H -0.791 -2.559 -1.699 0.32
H -0.975 -1.310 -2.941 0.32
H -1.624 -1.022 -1.317 0.33
H 0.650 0.034 3.353 0.39
H 0.995 1.674 3.287 0.41
```

***

Short version: (a) is the most stable of them.

***

(a)
The following is a quantum chemistry calculation of a cluster of 2 separate species, C3H10N2O in total, from the Open Molecules 2025 dataset.

As for the structure (SMILES): C=CN.NCO. As for the molecular weight: 90.13 g mol⁻¹. The calculation puts the orbital gap at 0.25228 Ha. The calculation puts the HOMO energy at -6.882 eV.

The geometry in XYZ format:
```
16
Properties=species:S:1:pos:R:3:mulliken_charge:R:1
C -0.952 -0.842 -0.339 -0.10
C -1.183 -0.199 -1.527 -0.74
N -1.976 -0.898 0.659 -0.39
H -0.190 -1.660 -0.157 0.35
H -1.075 0.911 -1.614 0.21
H -1.571 -0.485 -2.498 0.28
H 2.437 -0.766 1.219 0.31
H -2.660 -0.245 0.838 0.22
H -2.148 -1.774 1.113 0.21
N 1.007 1.451 1.201 -0.66
C 1.802 0.678 0.099 -0.22
O 2.132 -0.681 0.285 -0.51
H 0.514 2.172 0.646 0.29
H 0.283 0.657 1.387 0.32
H 1.111 0.402 -0.813 0.04
H 2.468 1.278 -0.498 0.38
```

***

(b)
The following is a quantum chemistry calculation of an isolated molecule of C3H10N2O, from the Open Molecules 2025 dataset.

As for the structure (SMILES): NCNCCO. As for the molecular weight: 90.13 g mol⁻¹. The calculation puts the orbital gap at 0.35767 Ha. The calculation puts the HOMO energy at -8.766 eV.

The geometry in XYZ format:
```
16
Properties=species:S:1:pos:R:3:mulliken_charge:R:1
C -0.751 0.648 -0.577 -0.44
C -1.119 1.670 0.489 -0.57
O -0.220 1.686 1.594 -0.54
N -0.440 -0.651 0.051 -0.40
C 0.496 -1.477 -0.718 -0.26
N 1.754 -1.674 0.005 -0.61
H -1.608 0.513 -1.197 0.25
H 0.118 1.044 -1.122 0.38
H -2.106 1.473 0.899 0.31
H -1.144 2.650 0.024 0.36
H 0.590 2.131 1.309 0.31
H 0.036 -0.417 0.916 0.25
H 0.073 -2.466 -0.924 0.26
H 0.664 -0.956 -1.657 0.23
H 1.621 -1.534 0.989 0.23
H 2.036 -2.639 -0.079 0.24
```

***

(c)
The following is a quantum chemistry calculation of a cluster of 2 separate species, C3H10N2O in total, from the Open Molecules 2025 dataset.

As for the structure (SMILES): [H]/N=C\NCC.O. As for the molecular weight: 90.13 g mol⁻¹. The calculation puts the orbital gap at 0.33132 Ha. The calculation puts the HOMO energy at -8.887 eV.

The geometry in XYZ format:
```
16
Properties=species:S:1:pos:R:3:mulliken_charge:R:1
C -1.094 0.810 -0.991 -0.90
C -0.096 1.591 -0.133 -0.56
N 0.751 0.743 0.748 -0.34
C 1.486 -0.178 -0.027 -0.23
N 1.207 -1.461 -0.205 -0.74
H -1.676 0.101 -0.399 0.27
H -0.497 0.230 -1.690 0.30
H -1.741 1.477 -1.550 0.36
H 0.631 2.075 -0.787 0.33
H -0.621 2.330 0.465 0.34
H 0.194 0.144 1.363 0.35
H 2.497 0.137 -0.319 0.47
H 1.491 -1.397 0.857 0.37
H -0.232 -1.771 0.615 0.43
H -1.208 -2.886 0.948 0.30
O -1.090 -1.943 1.105 -0.73
```

***

Short version: (b) is the most stable of them.

***

(a)
The following is a quantum chemistry calculation of a cluster of 2 separate species, C3H10N2O in total, from the Open Molecules 2025 dataset.

As for the structure (SMILES): C=NC.NCO. As for the molecular weight: 90.13 g mol⁻¹. The calculation puts the orbital gap at 0.37475 Ha. The calculation puts the HOMO energy at -9.121 eV.

The geometry in XYZ format:
```
16
Properties=species:S:1:pos:R:3:mulliken_charge:R:1
C -0.352 1.439 1.900 -0.73
C 1.592 0.268 1.505 -0.24
N 0.754 1.087 1.030 -0.36
H -0.649 2.476 1.718 0.28
H -0.173 1.311 2.974 0.37
H -1.245 0.856 1.670 0.22
H 1.864 0.192 2.559 0.28
H 2.135 -0.307 0.754 0.23
H -0.813 0.015 -0.423 0.28
N -0.641 -0.443 -2.594 -0.57
C -0.451 -1.455 -1.595 -0.16
O -0.644 -0.922 -0.279 -0.47
H -0.170 0.436 -2.415 0.21
H -0.440 -0.761 -3.530 0.20
H -1.258 -2.180 -1.730 0.23
H 0.491 -2.014 -1.546 0.24
```

***

(b)
The following is a quantum chemistry calculation of a cluster of 2 separate species, C3H10N2O in total, from the Open Molecules 2025 dataset.

As for the structure (SMILES): CNCO.C=N. As for the molecular weight: 90.13 g mol⁻¹. The calculation puts the orbital gap at 0.36748 Ha. The calculation puts the HOMO energy at -8.965 eV.

The geometry in XYZ format:
```
16
Properties=species:S:1:pos:R:3:mulliken_charge:R:1
C -1.760 -0.870 1.686 -0.28
N -0.997 -1.871 1.665 -0.44
H -1.548 -0.064 0.987 0.23
H -2.613 -0.763 2.351 0.26
H -1.271 -2.583 2.338 0.21
C 0.458 1.983 -1.010 -0.89
N 0.112 0.579 -0.834 -0.18
C 1.286 -0.273 -0.718 -0.49
O 0.923 -1.601 -0.514 -0.55
H 1.044 2.291 -0.142 0.31
H -0.451 2.579 -1.068 0.29
H 1.030 2.187 -1.929 0.30
H -0.439 0.218 -1.603 0.20
H 1.900 -0.266 -1.629 0.32
H 1.902 0.123 0.097 0.32
H 0.424 -1.669 0.321 0.38
```

***

Short version: (b) is the most stable of them.